Molecular formula: C14H48O10
Method: DFT, ωB97M-V/def2-TZVPD

```
! wB97M-V def2-TZVPD RIJCOSX def2/J DEFGRID3
* xyz 0 1
C 3.6971 1.0398 -0.4437
C 4.3871 0.2958 -1.5977
O 3.7821 -0.9482 -1.7507
H 3.9651 0.5448 0.4833
H 2.5331 1.0338 -0.5997
H 4.0231 2.1278 -0.2277
H 5.4411 0.2108 -1.5277
H 4.2431 0.8338 -2.5497
H 4.4111 -1.5932 -1.9897
C 0.7191 1.5348 3.3513
C 1.5011 1.4398 4.6493
O 2.7011 0.7638 4.5163
H 1.2981 2.1308 2.6993
H -0.1429 2.1678 3.6083
H 0.4051 0.6088 2.8233
H 0.9911 0.9568 5.4923
H 1.7961 2.4098 5.0693
H 2.6981 0.3268 3.6783
C 3.4891 -0.9422 -5.5667
C 2.5821 -0.0122 -4.8637
O 1.9241 -0.7332 -3.8437
H 4.0171 -0.4412 -6.3507
H 3.0611 -1.8182 -5.9827
H 4.2561 -1.3682 -4.8717
H 1.9371 0.4148 -5.5707
H 3.1421 0.7558 -4.3597
H 2.6031 -0.8172 -3.1537
C -0.5599 1.0388 -1.5597
C -0.4999 1.6458 -0.1917
O -1.8629 1.7388 0.2553
H -0.8299 -0.0022 -1.4197
H 0.4491 0.9818 -1.9797
H -1.2229 1.6028 -2.2167
H 0.0001 2.6138 -0.1377
H 0.1021 1.1038 0.6033
H -1.9489 1.0578 0.9353
C -5.2839 1.1138 0.4553
O -4.8449 -0.0412 0.9853
H -4.6399 1.4108 -0.3787
H -5.3479 1.9048 1.2233
H -6.2769 1.0578 -0.0407
H -3.9499 -0.0222 1.3433
C -2.9119 2.5088 3.6353
O -3.0699 1.1018 3.4163
H -2.5619 3.0248 2.7443
H -2.3479 2.5978 4.5163
H -3.9059 2.8548 3.8693
H -3.8919 0.8088 3.8953
C -3.7209 -0.7792 -2.1507
O -3.7189 -2.0992 -2.5087
H -4.7139 -0.3792 -2.0347
H -3.1229 -0.2372 -2.8937
H -3.2149 -0.5782 -1.2047
H -4.3649 -2.3652 -3.1487
C 0.9671 -1.8692 -0.9077
O 0.2201 -2.1812 -2.1477
H 1.2811 -0.8212 -0.8757
H 1.8881 -2.4652 -0.7767
H 0.3131 -1.9342 -0.0117
H 0.4771 -1.5972 -2.8547
C 1.7611 -1.5952 1.9483
O 2.8201 -1.3432 2.8803
H 0.8551 -1.5952 2.5583
H 1.8761 -2.5192 1.3723
H 1.7541 -0.7332 1.3273
H 3.0221 -2.1492 3.3493
C -2.5179 -2.5482 1.3823
O -2.0699 -1.2752 1.1373
H -3.3339 -2.5622 2.1653
H -1.7089 -3.2692 1.6653
H -3.0149 -2.8692 0.4163
H -1.7859 -1.2572 0.2363
*
```

Values from the calculation:
Relative energy (zero: lowest compared OMol25 entry of this formula, charge and spin) (kJ/mol): 482.0
DFT total energy (a.u.): -1314.37526
Structure (SMILES): CCO.CCO.CCO.CCO.CO.CO.CO.CO.CO.CO
Gap between HOMO and LUMO (eV): 9.69
Largest force on an atom (hartree/bohr): 0.06145


Molecular formula: C14H49F3N20O13
Method: DFT, ωB97M-V/def2-TZVPD

```
! wB97M-V def2-TZVPD RIJCOSX def2/J DEFGRID3
* xyz 0 1
O -3.5219 -1.8712 -1.1715
H -3.4757 -0.9641 -0.8605
H -3.6344 -1.7459 -2.1166
H -4.3968 -2.1148 -0.8604
C -1.3143 0.8243 -0.7059
O -0.8313 -0.5504 -0.4673
O -2.7789 0.7073 -0.5426
C -0.4425 1.9728 -0.0441
F 0.6610 2.1729 -0.6828
F -1.0016 3.1073 0.0042
F -0.1379 1.6627 1.2236
C 0.4964 -0.9488 -0.4212
C 0.4545 -2.3177 -0.0782
H 1.4451 -2.7643 0.0077
H 0.0238 -2.5861 0.8864
H 0.1802 -2.8875 -0.9660
H 1.0140 -0.2814 0.2679
H 1.0259 -0.8493 -1.3687
H -1.2365 0.9038 -1.7902
C 1.5778 1.3780 4.2738
O 0.7040 0.6166 4.5804
N 2.8249 1.0944 4.5440
N 1.4372 2.4042 3.4986
H 3.0060 0.2456 5.0606
H 3.4522 1.8198 4.2270
H 2.2231 2.5334 2.8776
H 0.4896 2.6236 3.2265
C 5.4257 2.4778 0.0003
O 6.3802 3.1207 -0.4118
N 4.2368 2.5516 -0.4976
N 5.4973 1.6902 1.0987
H 4.2273 3.0834 -1.3562
H 3.4175 2.1283 -0.0858
H 4.6661 1.2110 1.4143
H 6.3388 1.7210 1.6564
C 3.2314 1.1751 -4.0556
O 2.6053 2.1059 -4.5379
N 4.5800 1.0954 -3.9746
N 2.6501 0.0528 -3.6550
H 5.1167 0.2584 -3.7971
H 5.1078 1.9034 -4.2725
H 3.2608 -0.7261 -3.4540
H 1.6708 -0.1888 -3.7076
C -0.0029 5.9818 -1.8911
O -0.8600 5.5469 -2.7192
N 0.8508 5.2608 -1.2397
N 0.1483 7.2398 -1.5822
H 0.8072 5.2879 -0.2310
H 0.9278 4.3130 -1.5800
H -0.4280 7.9501 -2.0107
H 0.6226 7.3994 -0.7050
C 3.1559 -2.6675 3.1581
O 4.1516 -1.9896 3.4320
N 1.9264 -2.3519 3.4955
N 3.1744 -3.6707 2.2999
H 1.1607 -2.9070 3.1410
H 1.7708 -1.4533 3.9295
H 3.9500 -3.6776 1.6530
H 2.2731 -4.1039 2.1578
C -4.4758 3.3271 -3.2855
O -5.2629 2.4444 -3.2218
N -4.7426 4.5842 -3.5000
N -3.2272 3.1409 -3.2330
H -4.0479 5.3156 -3.5518
H -5.7122 4.7799 -3.7041
H -2.6506 3.9652 -3.3231
H -2.9964 2.2406 -2.8374
C -5.3100 2.6682 1.2625
O -6.3988 2.7709 1.7653
N -5.1065 2.8856 0.0402
N -4.2930 2.1366 1.8688
H -4.2544 2.4053 -0.2115
H -5.8840 2.9577 -0.6004
H -4.2676 2.2446 2.8727
H -3.5539 1.7102 1.3285
C -2.1134 -1.6834 3.5558
O -2.4941 -0.7277 4.2470
N -1.8350 -1.5281 2.3105
N -2.1294 -2.8959 4.0665
H -1.9607 -0.6059 1.9183
H -1.3748 -2.2091 1.7235
H -2.4303 -2.9819 5.0268
H -1.7586 -3.6745 3.5407
C 0.3041 -5.3909 -2.4512
O 1.0334 -5.0294 -1.5872
N 0.2785 -6.5999 -2.9131
N -0.2749 -4.6062 -3.2913
H 0.8641 -7.3422 -2.5580
H -0.3076 -6.9572 -3.6540
H -0.9028 -5.0856 -3.9206
H -0.1975 -3.6000 -3.2499
C -0.4136 -5.1734 1.8944
O -0.7010 -5.0595 3.0722
N -1.3179 -4.9081 1.0018
N 0.7247 -5.5887 1.4290
H -2.2797 -4.9497 1.3071
H -1.0432 -5.2582 0.0951
H 0.8449 -5.7030 0.4327
H 1.3837 -6.0218 2.0601
*
```

Values from the calculation:
Relative energy (zero: lowest compared OMol25 entry of this formula, charge and spin) (kJ/mol): 641.6
DFT total energy (a.u.): -2935.77653
Gap between HOMO and LUMO (eV): 6.54
Largest force on an atom (hartree/bohr): 0.13048


Molecular formula: C14H4Cl7GeNO4V
Method: DFT, ωB97M-V/def2-TZVPD

```
! wB97M-V def2-TZVPD RIJCOSX def2/J DEFGRID3
* xyz 0 2
V 0.7965 1.1464 -0.2544
Cl 5.3338 -1.0548 4.1700
C 4.4406 -0.7762 2.7383
C 4.7779 -1.5234 1.5541
Cl 6.0611 -2.6553 1.6230
C 4.0892 -1.3443 0.3871
Cl 4.4215 -2.2050 -1.0489
C 3.0192 -0.4024 0.3668
O 2.2759 -0.1915 -0.6443
C 2.7102 0.3586 1.5447
O 1.7513 1.2119 1.4145
C 3.4217 0.1472 2.7422
Cl 2.9906 1.0544 4.1237
Cl 2.0105 2.8808 -1.3716
Ge -0.1807 4.0088 -1.7331
Cl 0.3952 5.9287 -0.7708
Cl -0.8007 2.8607 0.3828
O -0.3816 0.8098 -1.9918
C -1.1238 0.0925 -1.2742
N -0.6371 -0.3063 -0.0886
C -1.7054 -0.8832 0.6502
O -1.6547 -1.2593 1.7847
C -2.9016 -0.8864 -0.2666
C -4.1841 -1.3441 -0.0536
C -5.0897 -1.1899 -1.1011
C -4.7178 -0.5895 -2.3024
C -3.4222 -0.1210 -2.5043
C -2.5357 -0.2935 -1.4617
H -4.4689 -1.8012 0.8844
H -6.1063 -1.5407 -0.9792
H -5.4542 -0.4843 -3.0882
H -3.1309 0.3526 -3.4319
*
```

Values from the calculation:
DFT total energy (a.u.): -7134.09527
Gap between HOMO and LUMO (alpha / beta) (eV): 5.92 / 5.82
Largest force on an atom (hartree/bohr): 0.04912


Molecular formula: C14H50N12O11
Method: DFT, ωB97M-V/def2-TZVPD

```
! wB97M-V def2-TZVPD RIJCOSX def2/J DEFGRID3
* xyz 0 1
N -14.6010 2.9130 -26.2490
C -15.6660 2.1710 -26.5540
N -15.5380 1.3700 -27.5040
O -16.8030 2.2940 -25.7530
H -14.6270 3.5270 -25.4110
H -13.6950 2.9450 -26.8210
H -16.3230 0.7580 -27.5400
H -15.2610 1.5750 -28.4450
N -14.2620 -0.8080 -26.8210
C -13.1320 -0.5230 -26.2200
N -13.0530 0.6900 -25.6900
O -12.1540 -1.4750 -25.9850
H -14.4300 -1.7330 -27.1660
H -14.7900 0.0480 -27.1770
H -12.2270 1.0200 -25.0840
H -13.8780 1.2700 -25.6080
N -9.9240 0.6140 -25.0740
C -10.3800 1.8210 -25.1250
N -11.2030 1.9540 -24.1710
O -9.7690 2.7920 -25.8600
H -9.0580 0.3660 -25.5480
H -10.4860 -0.1790 -24.9020
H -11.6220 2.8600 -23.8420
H -11.4380 1.2200 -23.5210
N -12.3190 4.3140 -23.6480
C -11.9600 4.2880 -22.4260
N -10.6840 4.5120 -22.2730
O -12.8240 4.0740 -21.2920
H -13.3260 4.4160 -23.7230
H -11.7290 4.6630 -24.4950
H -10.4820 4.4820 -21.3090
H -9.8960 4.3390 -22.8800
N -13.9470 -2.2980 -23.1760
C -15.1910 -2.1500 -23.3750
N -15.6100 -1.4830 -24.3900
O -16.0190 -2.5460 -22.3130
H -13.5260 -3.0860 -22.5680
H -13.3510 -1.8100 -23.8260
H -16.5250 -1.2430 -24.6090
H -14.9330 -0.9410 -24.9990
N -17.1110 3.7510 -23.5670
C -16.0340 4.5250 -23.3690
N -15.9760 5.1150 -22.2380
O -15.0710 4.7200 -24.3880
H -17.1320 3.1960 -24.4660
H -17.8310 3.7580 -22.8960
H -15.1630 5.7570 -22.1450
H -16.6590 4.9380 -21.4270
C -15.7300 2.1120 -18.4220
C -15.1500 3.5250 -18.5220
O -14.1010 3.7890 -17.6000
H -15.8090 1.9080 -17.4260
H -15.0770 1.3930 -18.9240
H -16.7070 1.9920 -18.8630
H -15.9900 4.2340 -18.2650
H -14.8080 3.6760 -19.5960
H -14.3650 4.2810 -16.8280
C -18.4520 0.0620 -23.2160
C -17.9340 0.1030 -21.7870
O -17.6360 1.4150 -21.3870
H -18.5930 -0.9320 -23.6090
H -17.7750 0.6620 -23.8020
H -19.5000 0.3990 -23.3550
H -17.2190 -0.6660 -21.4840
H -18.8310 -0.0920 -21.3150
H -16.6900 1.5060 -21.4060
C -10.7440 0.4550 -18.4490
C -12.0560 1.3000 -18.7780
O -11.7970 2.6600 -18.4130
H -9.9180 0.8000 -19.0740
H -10.9170 -0.5890 -18.5130
H -10.4830 0.5530 -17.4340
H -12.8650 0.9100 -18.1350
H -12.4810 1.2360 -19.7670
H -12.6040 3.1270 -18.1960
C -12.0660 -0.1110 -21.9590
O -11.4440 -0.6930 -23.0540
H -12.0680 0.9900 -21.9030
H -11.4610 -0.3380 -21.0840
H -12.9480 -0.5150 -21.6330
H -11.3220 -1.6390 -22.8130
C -14.7680 1.4650 -22.9970
O -14.5840 1.9480 -21.6020
H -14.0660 2.0690 -23.6210
H -15.7130 1.6200 -23.4510
H -14.4090 0.4500 -23.0120
H -13.8310 2.5200 -21.5830
*
```

Values from the calculation:
Relative energy (zero: lowest compared OMol25 entry of this formula, charge and spin) (kJ/mol): 921.9
DFT total energy (a.u.): -2047.97302
Structure (SMILES): NC(N)=O.NC(N)=O.NC(N)=O.NC(N)=O.NC(N)=O.NC(N)=O.CCO.CCO.CCO.CO.CO
Gap between HOMO and LUMO (eV): 8.47
Largest force on an atom (hartree/bohr): 0.23314


Molecular formula: C14H51AgO12
Method: DFT, ωB97M-V/def2-TZVPD

```
! wB97M-V def2-TZVPD RIJCOSX def2/J DEFGRID3
* xyz 1 2
Ag 0.9586 -22.8173 30.7457
C 2.7013 -20.3003 27.8506
C 1.5152 -21.2756 27.8149
C 0.9885 -21.5511 26.4218
O 1.7793 -22.4220 28.5469
H 3.5277 -20.7123 27.2610
H 3.0650 -20.1153 28.8599
H 2.4772 -19.3569 27.3538
H 0.6721 -20.7606 28.3363
H 0.6746 -20.6043 25.9762
H 0.0842 -22.1643 26.4210
H 1.6894 -22.0041 25.7179
C 2.0992 -25.6613 29.5950
O 2.1708 -24.8186 30.7691
H 2.3118 -26.6943 29.8749
H 1.1098 -25.6210 29.1569
H 2.8363 -25.3487 28.8548
H 2.9366 -25.0676 31.2943
C -0.1527 -19.8377 23.4984
O -1.5291 -19.8627 23.9090
H 0.4446 -19.2671 24.2222
H 0.2452 -20.8488 23.4346
H 0.0064 -19.3417 22.5348
H -1.7347 -19.0040 24.2886
C -0.5601 -18.2879 28.0285
O -0.9610 -17.0041 27.5967
H -0.4243 -18.8034 27.0795
H 0.3706 -18.2664 28.6062
H -1.3445 -18.7495 28.6357
H -1.1767 -16.4241 28.3333
C 5.0254 -23.3917 26.6229
O 4.6310 -23.2088 27.9936
H 5.2099 -22.4311 26.1222
H 5.9329 -23.9809 26.5544
H 4.2327 -23.9044 26.0713
H 3.7061 -22.9425 27.9852
C -1.6372 -22.9984 28.7976
O -0.9467 -23.7850 29.8219
H -1.2783 -21.9697 28.8594
H -1.3914 -23.3479 27.7950
H -2.7093 -22.9925 28.9810
H -1.2056 -24.7019 29.6674
C 3.1972 -23.6350 23.5091
O 3.1787 -24.9583 24.0635
H 3.5704 -22.8962 24.2350
H 3.8586 -23.6554 22.6496
H 2.1943 -23.3142 23.2123
H 2.7417 -24.9556 24.9245
C 6.4589 -20.3397 28.9281
O 6.4080 -21.6175 29.5023
H 6.9106 -20.3591 27.9266
H 5.4618 -19.8879 28.8592
H 7.0800 -19.6889 29.5388
H 5.7272 -22.1412 29.0424
C 2.2631 -16.4453 26.2553
O 3.3395 -15.5236 26.3638
H 1.3278 -15.9620 25.9516
H 2.5086 -17.2190 25.5299
H 2.0257 -16.9029 27.2303
H 2.9949 -14.6794 26.6650
C 3.9264 -19.8111 24.1953
O 4.4895 -20.2251 22.9662
H 3.5197 -18.8039 24.1231
H 3.0821 -20.4491 24.5268
H 4.6494 -19.8956 25.0163
H 5.2639 -20.7600 23.1545
C -1.6176 -23.3493 23.1181
O -1.7570 -22.7271 24.3951
H -2.5288 -23.2394 22.5160
H -0.7961 -22.9381 22.5203
H -1.4353 -24.4155 23.2420
H -1.8460 -21.7722 24.2462
C 0.2286 -25.2147 26.1427
O 1.4873 -24.6780 26.4721
H 0.3685 -25.8835 25.2913
H -0.1438 -25.9017 26.9210
H -0.5145 -24.4621 25.8759
H 1.4213 -23.9727 27.1262
*
```

Values from the calculation:
Relative energy (zero: lowest compared OMol25 entry of this formula, charge and spin) (kJ/mol): 78.8
DFT total energy (a.u.): -1613.33628
Gap between HOMO and LUMO (alpha / beta) (eV): 7.67 / 5.34
Largest force on an atom (hartree/bohr): 0.02282


Molecular formula: C14H56N10O14
Method: DFT, ωB97M-V/def2-TZVPD

```
! wB97M-V def2-TZVPD RIJCOSX def2/J DEFGRID3
* xyz 0 1
C 3.0250 2.5540 -1.8314
O 1.6413 2.2733 -2.0923
H 3.5457 3.3481 -2.3665
H 3.2092 2.4993 -0.7584
H 3.5083 1.6993 -2.3046
H 1.5269 1.9637 -2.9938
C -0.2242 3.0635 2.7589
O -0.2838 4.0944 3.6404
H -0.5856 2.1267 3.1829
H -0.9508 3.1474 1.9507
H 0.7452 2.8643 2.3020
H -0.0543 4.9568 3.2866
C -1.0018 1.5881 -4.0095
O -0.3025 0.4546 -4.0943
H -0.7224 2.3352 -4.7524
H -2.0452 1.3786 -4.2454
H -1.0468 2.0069 -3.0042
H -0.9007 -0.2419 -3.8138
C -4.2319 2.6803 1.7803
O -3.4320 3.4833 2.6745
H -4.3869 1.6830 2.1919
H -5.2632 3.0332 1.7879
H -3.9585 2.5600 0.7321
H -2.7939 3.9107 2.0986
C -0.5711 -4.4032 0.9645
O -0.2645 -5.6396 0.2565
H 0.0027 -3.5111 0.7134
H -1.5183 -4.0762 0.5354
H -0.6159 -4.5890 2.0376
H 0.4485 -6.0350 0.7634
C -5.1777 0.0588 -1.1331
O -3.8786 0.3486 -1.4827
H -5.7407 0.8798 -1.5770
H -5.6342 -0.7925 -1.6381
H -5.4166 0.1376 -0.0726
H -3.7612 1.3011 -1.5050
C 2.4186 -3.5058 -0.9361
O 2.9205 -2.4305 -0.1618
H 1.5156 -3.2027 -1.4659
H 3.1973 -3.9236 -1.5743
H 2.1299 -4.2454 -0.1893
H 3.5359 -2.7857 0.4838
C 3.9011 -0.0585 2.2907
O 2.8807 0.6776 2.9602
H 4.2505 -0.8754 2.9222
H 3.5523 -0.2869 1.2836
H 4.7991 0.5214 2.0777
H 3.1790 0.8332 3.8593
C -3.7258 -1.9113 2.3997
O -2.2742 -1.6764 2.5114
H -3.8652 -2.8191 1.8127
H -4.2946 -1.9471 3.3289
H -4.2181 -1.1561 1.7871
H -1.9108 -1.8327 1.6367
C 5.3096 -0.8731 -3.0201
O 4.6379 -1.3669 -3.9663
N 4.9169 -0.8251 -1.7869
N 6.4058 -0.1407 -3.1639
H 5.2812 -0.1836 -1.0971
H 4.0151 -1.2328 -1.5852
H 6.8451 -0.1854 -4.0723
H 6.8703 0.2322 -2.3482
C -1.9470 -2.5069 -3.0680
O -1.6380 -3.3690 -3.8218
N -1.7509 -2.5109 -1.7552
N -2.6825 -1.4876 -3.3232
H -1.8060 -1.6619 -1.2108
H -1.1548 -3.2455 -1.4014
H -2.9353 -0.8552 -2.5773
H -3.2406 -1.4232 -4.1625
C -0.1681 -0.1678 0.0293
O -0.6274 -1.2597 0.4342
N -0.8295 0.8723 -0.2232
N 1.0836 0.0542 -0.2698
H -0.3023 1.6998 -0.4629
H -1.8290 0.7735 -0.1167
H 1.6546 -0.7636 -0.1103
H 1.3547 0.8249 -0.8635
C -0.6398 4.6510 -0.1657
O -1.6732 4.8642 0.4085
N -0.6622 4.0432 -1.2983
N 0.5613 5.0810 0.1641
H -1.5591 3.7807 -1.6813
H 0.2148 3.6841 -1.6476
H 0.6516 5.5513 1.0534
H 1.3726 4.8345 -0.3846
C 0.8415 -2.6865 4.3201
O 1.7642 -3.2837 4.8262
N 0.9777 -1.6113 3.6557
N -0.4051 -3.0416 4.3077
H 0.1931 -1.4103 3.0523
H 1.8522 -1.1564 3.4357
H -0.7386 -3.8956 4.7314
H -1.0955 -2.3202 4.1563
*
```

Values from the calculation:
Relative energy (zero: lowest compared OMol25 entry of this formula, charge and spin) (kJ/mol): 455.9
DFT total energy (a.u.): -2167.85384
Gap between HOMO and LUMO (eV): 8.84
Largest force on an atom (hartree/bohr): 0.13261